# 1
# C4H5NO2

C4H5NO2 as an isolated structure in a non-equilibrium geometry (ωB97M-V/def2-TZVPD, the Open Molecules 2025 dataset).

Results
* HOMO: -8.8 eV
* E_tot: -360.520713 Ha
* energy above the lowest of the compared OMol25 structures with the same formula, charge and spin: 93.3 kcal per mole
* molar mass: 99.089 g/mol
* charge: 0
* 2S+1: 1
* LUMO energy: 0.09 eV
* F_max: 0.0414 hartree/bohr

The geometry in XYZ format:
```
12
C4H5NO2 (ωB97M-V/def2-TZVPD)
H -1.187 1.478 1.070
C -1.063 -0.488 0.483
O -2.085 -0.948 0.959
C 1.475 0.022 -0.504
H 0.120 -1.028 -1.330
C 0.545 1.188 -0.200
O 1.298 -1.008 0.310
H 0.349 1.690 -1.155
N -0.667 0.821 0.502
H 1.159 1.879 0.392
C -0.001 -1.313 -0.217
H -0.125 -2.389 -0.211
```

Löwdin atomic charge list, values in e, 6 entries: atom 1 (H): 0.1529, atom 2 (C): -0.4552, atom 3 (O): 0.0722, atom 4 (C): -0.0134, atom 5 (H): 0.1463, atom 6 (C): -0.1934

---

# 2
# C14H12AsIrN3O7S2

C14H12AsIrN3O7S2 as an isolated structure in a non-equilibrium geometry (ωB97M-V/def2-TZVPD, the Open Molecules 2025 dataset).

Results
* HOMO (alpha / beta): -8.1 / -8.1 eV
* E_tot: -4368.052747 Ha
* energy above the lowest of the compared OMol25 structures with the same formula, charge and spin: 37.0 kcal per mole
* molar mass: 665.537 g/mol
* charge: 0
* 2S+1: 2
* LUMO energy (alpha / beta): -1.76 / -1.76 eV
* F_max: 0.0288 hartree/bohr

The geometry in XYZ format:
```
40
C14H12AsIrN3O7S2 (ωB97M-V/def2-TZVPD)
H -0.593 -1.577 5.978
C 2.330 2.299 2.498
S -0.106 1.431 3.876
O 0.698 0.171 4.440
H -1.806 -3.330 0.370
S 0.696 -0.485 -2.409
N -0.788 -2.596 -1.597
C 1.164 2.551 3.254
H 1.271 5.938 3.415
C -1.098 -2.547 0.617
O 4.876 1.100 1.762
C 0.090 -1.297 2.557
H -0.063 4.030 4.183
C -0.918 -2.208 2.050
H -2.362 -3.015 5.034
C 0.356 -1.157 4.038
H -1.159 -3.145 -3.947
C 0.815 3.856 3.580
C 1.576 4.934 3.152
O 2.690 0.199 0.319
C -0.281 -1.915 -2.581
C -1.720 -2.767 2.963
H 1.306 -1.692 4.160
N -0.469 -2.051 -0.369
O -0.669 2.055 5.029
C 3.087 3.402 2.108
O 3.128 -0.577 3.020
O -0.965 1.004 2.837
C -0.678 -1.761 4.916
H 4.011 3.217 1.574
H -2.512 -3.425 2.617
H 3.338 5.527 2.078
H 4.045 -0.748 3.300
H -0.136 -1.909 -4.618
C 2.718 4.705 2.411
Ir 0.912 -0.603 -0.155
As 3.299 0.721 1.818
C -1.631 -2.536 4.398
O 0.824 -0.635 1.863
N -0.565 -2.345 -3.824
```

Löwdin atomic charge list, values in e, 6 entries: atom 1 (H): 0.1336, atom 2 (C): -0.1852, atom 3 (S): 0.6717, atom 4 (O): -0.1694, atom 5 (H): 0.1315, atom 6 (S): 0.5554

---

# 3
# C4H8Cl

A 2-piece molecular cluster, C4H8Cl overall in a non-equilibrium geometry (ωB97M-V/def2-TZVPD, the Open Molecules 2025 dataset).

Results
* HOMO (alpha / beta): -7.0 / -8.1 eV
* E_tot: -617.212286 Ha
* energy above the lowest of the compared OMol25 structures with the same formula, charge and spin: 73.9 kcal per mole
* molar mass: 91.561 g/mol
* charge: 0
* 2S+1: 2
* LUMO energy (alpha / beta): 0.40 / 0.54 eV
* F_max: 0.0545 hartree/bohr

The geometry in XYZ format:
```
13
C4H8Cl (ωB97M-V/def2-TZVPD)
C -0.033 -0.538 4.171
H -0.528 0.737 5.914
C -1.025 -1.374 2.201
H -2.053 -1.187 1.874
C -0.834 -1.506 3.594
H -1.238 -2.360 4.145
Cl -0.579 1.782 -0.352
H -0.206 -1.547 1.478
H -1.387 1.101 4.371
H 0.374 2.425 0.164
H 0.990 -0.496 3.766
H 0.430 1.407 4.607
C -0.444 0.744 4.818
```

Löwdin atomic charge list, values in e, 6 entries: atom 1 (C): -0.2038, atom 2 (H): 0.0658, atom 3 (C): -0.0082, atom 4 (H): 0.0529, atom 5 (C): -0.2163, atom 6 (H): 0.1016

---

# 4
# C5H10N3

A 2-piece molecular cluster, C5H10N3 overall in a non-equilibrium geometry (ωB97M-V/def2-TZVPD, the Open Molecules 2025 dataset).

Results
* HOMO: -12.0 eV
* E_tot: -360.528908 Ha
* energy above the lowest of the compared OMol25 structures with the same formula, charge and spin: 29.0 kcal per mole
* molar mass: 112.156 g/mol
* charge: +1
* 2S+1: 1
* LUMO energy: -4.54 eV
* F_max: 0.0275 hartree/bohr

The geometry in XYZ format:
```
18
C5H10N3 (ωB97M-V/def2-TZVPD)
C -2.152 0.902 -0.396
C 1.555 0.656 1.009
N -3.613 -0.678 -0.087
N 2.393 0.191 0.177
H 1.872 1.300 1.817
H 0.995 -0.804 -0.993
H 3.385 0.424 0.264
N -1.535 -0.084 0.311
H 0.487 0.408 0.904
H -4.462 -1.221 -0.089
H -2.273 -1.937 1.004
C 2.073 -0.675 -0.915
H 2.546 -1.647 -0.761
H -1.632 1.797 -0.672
C -3.448 0.549 -0.652
C -2.438 -1.017 0.482
H -4.227 1.060 -1.176
H 2.470 -0.263 -1.844
```

Löwdin atomic charge list, values in e, 6 entries: atom 1 (C): -0.1620, atom 2 (C): 0.1866, atom 3 (N): 0.0664, atom 4 (N): -0.0046, atom 5 (H): 0.1263, atom 6 (H): 0.0962

---

# 5
# C14H10CdF5N

C14H10CdF5N as an isolated structure in a non-equilibrium geometry (ωB97M-V/def2-TZVPD, the Open Molecules 2025 dataset).

Results
* HOMO: 1.1 eV
* E_tot: -1261.048766 Ha
* molar mass: 399.643 g/mol
* charge: -2
* 2S+1: 1
* LUMO energy: 5.35 eV
* F_max: 0.1120 hartree/bohr

The geometry in XYZ format:
```
31
C14H10CdF5N (ωB97M-V/def2-TZVPD)
N 0.551 -1.818 0.266
F -5.091 -0.074 3.851
C -1.726 -0.033 1.386
C -3.993 -0.058 3.054
H -0.663 2.928 -0.711
H 1.966 2.313 -0.500
F -3.245 -2.111 4.004
C 1.541 -0.017 1.447
C 1.447 0.542 -1.778
H 0.964 -0.081 2.387
F -4.716 1.988 2.067
H -1.850 1.012 -2.210
C -2.677 1.000 1.320
F -2.532 2.014 0.441
H 0.596 -2.737 -0.179
H 2.394 0.000 -1.829
C 0.208 0.116 -2.334
C -3.056 -1.091 3.130
C 2.967 -2.007 0.713
C -0.163 2.075 -1.176
C -1.927 -1.080 2.301
C 1.217 1.747 -1.052
H 0.047 -0.789 -2.924
H 3.050 -2.966 0.187
Cd 0.000 0.000 0.000
C -0.789 1.066 -1.961
F -1.038 -2.099 2.388
C 1.769 -1.367 0.833
H 3.861 -1.609 1.203
H 2.438 0.607 1.549
C -3.803 0.987 2.149
```

Löwdin atomic charge list, values in e, 6 entries: atom 1 (N): -0.2111, atom 2 (F): 0.0490, atom 3 (C): -0.0589, atom 4 (C): -0.1682, atom 5 (H): 0.0671, atom 6 (H): 0.0746

---

# 6
# C14H34N6O13S

A 7-piece molecular cluster, C14H34N6O13S overall in a non-equilibrium geometry (ωB97M-V/def2-TZVPD, the Open Molecules 2025 dataset).

Results
* HOMO: -8.8 eV
* E_tot: -2258.270456 Ha
* SMILES string: C[N+](=O)[O-].C[N+](=O)[O-].C[N+](=O)[O-].O=S1(=O)OCCO1.CN(C)C=O.CN(C)C=O.CN(C)C=O
* energy above the lowest of the compared OMol25 structures with the same formula, charge and spin: 43.6 kcal per mole
* molar mass: 526.522 g/mol
* charge: 0
* 2S+1: 1
* LUMO energy: -1.10 eV
* F_max: 0.0844 hartree/bohr

The geometry in XYZ format:
```
68
C14H34N6O13S (ωB97M-V/def2-TZVPD)
H -0.392 -5.998 -2.489
H -2.726 2.554 -3.227
C -2.284 -2.148 4.096
H 0.268 3.729 3.664
H 1.109 2.166 3.283
H -1.629 -2.567 3.332
O 1.629 3.456 -1.091
H -1.072 3.738 1.454
H 0.553 -2.000 1.765
H 2.388 -1.300 -6.200
N -1.487 -1.754 5.206
C 0.314 -1.009 1.380
H -2.967 0.762 -3.293
H 0.757 -0.752 -6.510
H -2.157 2.555 1.085
O 0.765 -1.970 -0.590
H 2.100 -0.794 -2.483
C 1.371 -1.318 -5.810
N 0.471 -0.884 -0.101
C 2.318 -1.046 -3.521
C -1.996 1.489 3.588
N -3.689 1.885 -1.527
C 0.311 -5.298 -2.036
H -0.745 -0.791 1.520
H -1.757 1.359 4.655
O 2.737 4.707 -2.966
N -1.030 2.152 2.881
H -2.787 -0.278 6.166
S 1.941 3.487 -2.682
H -0.192 -4.588 -1.379
H -0.358 2.255 0.816
N 0.913 -4.430 -3.126
H 2.408 3.167 0.668
H 3.130 1.069 -0.434
O 0.189 -4.055 -4.047
H -1.787 1.289 -2.196
H 4.479 1.988 -1.033
H -2.782 -1.876 6.898
H 3.485 4.029 -0.286
H -1.491 -0.952 7.132
C 0.183 2.644 3.601
H 0.140 0.047 -3.003
N 1.214 -0.821 -4.429
C -2.712 1.618 -2.668
O -3.121 1.313 3.207
H -3.118 -2.784 4.391
C -2.183 -1.172 6.319
O -3.711 3.005 -1.070
H 0.132 -2.508 4.278
O 2.853 2.085 -2.430
C 3.392 1.917 -1.066
O -0.767 0.257 -4.821
O 0.859 3.009 -3.546
H 3.076 -0.326 -3.828
O -4.532 1.004 -1.222
H 1.123 -5.757 -1.472
H 0.177 2.271 4.625
O 0.336 0.266 -0.656
C -0.141 -2.007 5.219
C -1.140 2.650 1.464
O 0.574 -1.464 6.047
H 0.897 -0.222 1.859
O 2.156 -4.405 -3.138
H 2.658 -2.078 -3.606
H 1.072 -2.365 -5.862
C 2.818 3.169 -0.342
H -2.627 -1.206 3.668
C 0.086 -0.168 -4.082
```

Löwdin atomic charge list, values in e, 6 entries: atom 1 (H): 0.0995, atom 2 (H): 0.1053, atom 3 (C): -0.0649, atom 4 (H): 0.0879, atom 5 (H): 0.0686, atom 6 (H): 0.0727